Below is a molecular structure, C16H27GaN2S2SeSiTe, with properties calculated with ωB97M-V/def2-TZVPD.

```
51
Properties=species:S:1:pos:R:3:mulliken_charge:R:1
Ga 1.17 -0.04 0.88 0.285
N 1.55 2.56 0.67 -0.319
C 0.63 3.66 0.95 -0.776
C -0.72 3.49 0.27 -0.564
C -1.49 2.22 0.65 -0.647
N -0.94 1.04 -0.01 -0.282
H 2.46 2.77 1.07 0.214
H 1.70 2.47 -0.34 0.196
H 1.04 4.63 0.63 0.352
H 0.48 3.70 2.04 0.367
H -0.58 3.50 -0.81 0.330
H -1.33 4.36 0.53 0.314
H -2.55 2.37 0.38 0.379
H -1.44 2.06 1.73 0.311
H -0.79 1.22 -1.00 0.224
H -1.61 0.27 0.04 0.093
C 2.44 -4.35 -1.14 -0.730
Si 0.72 -4.57 -0.36 0.668
C -0.25 -6.03 -1.11 -0.936
C 0.88 -4.76 1.53 -1.076
Se -0.56 -2.65 -0.85 -0.260
H 3.09 -5.17 -0.84 0.343
H 2.91 -3.43 -0.83 0.058
H 2.39 -4.34 -2.23 0.319
H 0.23 -6.98 -0.88 0.351
H -0.31 -5.94 -2.19 0.287
H -1.27 -6.07 -0.73 0.195
H 1.65 -5.49 1.76 0.389
H -0.04 -5.09 1.99 0.305
H 1.17 -3.82 2.00 0.322
Te -1.82 -2.38 1.29 -0.018
C -3.45 -3.59 0.68 0.097
C -4.33 -3.33 -0.31 -0.315
C -5.28 -4.35 -0.49 -0.547
C -5.10 -5.39 0.37 -0.415
S -3.77 -5.13 1.42 -0.109
H -4.30 -2.43 -0.90 0.398
H -6.06 -4.32 -1.23 0.375
H -5.67 -6.29 0.45 0.394
S 2.17 0.24 -1.43 -0.382
C 3.73 0.22 -0.67 0.347
C 4.08 -0.82 0.21 0.209
C 5.32 -0.85 0.81 -0.857
C 6.25 0.14 0.55 -0.432
C 5.92 1.16 -0.32 -0.457
C 4.68 1.21 -0.92 -0.570
H 3.39 -1.64 0.37 0.070
H 5.57 -1.67 1.47 0.385
H 7.23 0.11 1.01 0.375
H 6.65 1.93 -0.54 0.363
H 4.44 2.01 -1.61 0.381
```

The calculation puts the HOMO energy at -7.2 eV. The energy comes out at -174576.2002 eV. The calculation puts the lowest unoccupied orbital energy at -0.0055 hartree. Its gap between HOMO and LUMO is 7.040 eV.